Entry 1:
C3H9ClN3 | ωB97M-V/def2-TZVPD

ORCA input file:
```
! wB97M-V def2-TZVPD RIJCOSX def2/J DEFGRID3
* xyz 1 1
C -1.148 -2.129 0.950
C 0.518 1.243 0.571
C -0.096 1.036 -0.766
N 0.050 -1.795 1.185
N -0.112 1.818 -1.860
N 1.136 0.164 -0.141
Cl -2.090 -3.488 1.636
H -0.227 1.117 1.339
H 1.174 2.216 0.623
H -1.035 0.331 -0.807
H 0.377 -2.046 2.173
H -0.311 1.294 -2.761
H 0.366 2.651 -2.022
H 2.034 0.181 -0.570
H 1.045 -0.817 0.375
H -1.681 -1.773 0.074
*
```

## Properties
* LUMO: -3.36 eV
* E_HOMO: -0.527 hartree

***

Entry 2:
C3HNO3 | ωB97M-V/def2-TZVPD

ORCA input file:
```
! wB97M-V def2-TZVPD RIJCOSX def2/J DEFGRID3
* xyz 0 1
C 0.189 -0.525 0.636
C -0.408 1.197 2.223
C 3.390 2.005 0.921
N -0.143 0.583 1.214
O -0.680 2.007 3.002
O 4.164 2.365 0.144
O 2.552 1.764 1.661
H 0.136 -0.388 -0.389
*
```

## Properties
* LUMO: -0.67 eV
* E_HOMO: -0.311 hartree

***

Entry 3:
CHBr3O2 | ωB97M-V/def2-TZVPD

ORCA input file:
```
! wB97M-V def2-TZVPD RIJCOSX def2/J DEFGRID3
* xyz 0 1
C 0.558 -1.090 0.193
O -1.128 1.266 -0.028
O -0.025 1.991 0.249
Br 0.529 -1.877 -1.519
Br -0.376 -1.910 1.602
Br 1.596 0.324 0.523
H -1.155 1.296 -1.021
*
```

## Properties
* LUMO (alpha / beta): -0.67 / -0.69 eV
* E_HOMO (alpha / beta): -0.301 / -0.357 hartree

***

Entry 4:
C27H37IrN6O5PTe | ωB97M-V/def2-TZVPD

ORCA input file:
```
! wB97M-V def2-TZVPD RIJCOSX def2/J DEFGRID3
* xyz 2 6
Ir 0.186 0.761 -0.137
C 1.183 2.943 1.926
C 2.540 2.642 1.306
C 2.918 1.185 1.184
C 4.134 0.761 1.698
C 4.551 -0.548 1.533
C 3.733 -1.421 0.838
C 2.527 -0.956 0.359
N 2.116 0.313 0.535
N 0.016 2.821 1.009
C -0.058 3.961 0.071
C 0.661 3.743 -1.234
C 0.806 4.785 -2.138
C 1.524 4.563 -3.299
C 2.090 3.312 -3.514
C 1.879 2.323 -2.575
N 1.162 2.534 -1.462
C -1.204 2.773 1.837
C -1.329 1.423 2.486
C -2.212 1.186 3.522
C -2.212 -0.061 4.121
C -1.302 -1.016 3.690
C -0.468 -0.708 2.637
N -0.499 0.484 2.024
H 1.189 3.962 2.325
H 1.017 2.269 2.763
H 3.290 3.114 1.940
H 2.636 3.113 0.328
H 4.758 1.473 2.221
H 5.501 -0.875 1.934
H 4.016 -2.449 0.660
H 1.853 -1.592 -0.198
H 0.355 4.854 0.550
H -1.107 4.177 -0.137
H 0.376 5.755 -1.924
H 1.655 5.358 -4.020
H 2.686 3.105 -4.391
H 2.291 1.331 -2.699
H -2.079 2.974 1.222
H -1.153 3.545 2.612
H -2.870 1.974 3.864
H -2.899 -0.280 4.928
H -1.240 -1.987 4.158
H 0.254 -1.418 2.263
C -3.031 1.225 -3.067
C -1.787 0.852 -2.319
N -1.643 1.037 -0.985
O -2.763 1.373 -0.261
C -0.691 0.274 -2.915
C -0.512 0.053 -4.367
N 0.391 -0.046 -2.025
O 0.994 -1.143 -2.277
H -3.653 1.918 -2.504
H -3.623 0.341 -3.314
H -2.765 1.711 -4.005
H -3.496 0.822 -0.582
H -1.432 -0.288 -4.841
H 0.275 -0.679 -4.539
H -0.215 0.994 -4.842
C -3.938 -5.018 1.130
C -2.864 -4.793 0.100
O -2.273 -3.482 0.348
P -1.008 -2.976 -0.452
O -0.619 -1.646 0.096
Te -1.541 -3.129 -2.821
O 0.119 -4.074 -0.307
C 0.813 -4.289 0.951
C 1.962 -5.228 0.695
H -4.415 -5.982 0.951
H -4.699 -4.242 1.071
H -3.517 -5.024 2.134
H -3.277 -4.800 -0.912
H -2.077 -5.545 0.158
H 0.102 -4.706 1.667
H 1.157 -3.322 1.326
H 1.602 -6.201 0.363
H 2.539 -5.367 1.609
H 2.617 -4.826 -0.079
*
```

## Properties
* LUMO (alpha / beta): -4.69 / -7.00 eV
* <S²>: 8.78
* E_HOMO (alpha / beta): -0.452 / -0.488 hartree

***

Entry 5:
C16H32FNO10S2 | ωB97M-V/def2-TZVPD

ORCA input file:
```
! wB97M-V def2-TZVPD RIJCOSX def2/J DEFGRID3
* xyz 0 1
N -0.509 -0.363 2.249
H -0.299 -1.042 2.953
H -1.236 -0.054 2.659
H -0.603 -0.919 1.596
H 0.127 0.282 2.242
F 0.522 -3.088 1.755
C 5.607 -2.236 2.154
C 4.616 -1.204 1.552
C 3.088 -1.285 1.762
O 2.828 0.192 2.025
C 3.935 0.842 2.259
O 3.965 2.037 2.621
O 5.029 0.064 2.018
H 5.615 -3.078 1.415
H 5.426 -2.642 3.056
H 6.644 -1.763 1.864
H 4.700 -1.375 0.448
H 2.982 -1.924 2.672
H 2.544 -1.743 0.826
C -1.962 -2.210 -1.522
C -0.674 -3.093 -1.680
C -0.761 -4.502 -1.163
O -0.380 -5.303 -2.277
C -0.281 -4.610 -3.253
O 0.080 -4.952 -4.420
O -0.540 -3.313 -3.025
H -1.936 -2.151 -0.446
H -2.714 -2.862 -1.882
H -1.747 -1.435 -2.302
H 0.250 -2.779 -1.209
H -1.809 -4.781 -0.944
H -0.127 -4.595 -0.270
C 0.988 3.209 -2.143
C 0.285 2.385 -3.210
C 0.309 0.896 -2.691
S 1.472 0.704 -1.490
O 2.408 -0.216 -1.985
O 0.856 0.470 -0.214
C 2.093 2.274 -1.493
H 0.537 3.513 -1.169
H 1.445 4.215 -2.627
H 0.990 2.529 -4.224
H -0.717 2.817 -3.348
H 0.660 0.063 -3.259
H -0.677 0.578 -2.515
H 2.764 2.092 -2.220
H 2.669 2.733 -0.634
C -4.292 3.171 2.344
C -5.107 1.940 1.682
C -4.608 1.967 0.263
S -2.824 2.338 0.380
O -2.356 3.284 -0.585
O -2.026 1.137 0.558
C -2.924 3.051 1.946
H -4.379 3.103 3.396
H -4.624 4.219 2.030
H -6.169 1.843 1.778
H -4.771 1.013 2.144
H -4.908 2.755 -0.370
H -4.820 1.153 -0.458
H -2.354 4.169 1.800
H -2.302 2.477 2.584
*
```

## Properties
* LUMO: -0.42 eV
* E_HOMO: -0.318 hartree

***

Entry 6:
C5H7NO | ωB97M-V/def2-TZVPD

ORCA input file:
```
! wB97M-V def2-TZVPD RIJCOSX def2/J DEFGRID3
* xyz 0 1
O -2.019 -2.766 -0.805
C -1.758 -1.390 -0.956
C -0.627 -0.878 -0.171
C 0.331 -0.295 0.278
C 1.465 0.598 0.421
C 1.082 2.036 0.489
N 1.777 1.407 1.598
H -1.176 -3.233 -0.891
H -1.540 -1.128 -2.006
H -2.671 -0.853 -0.679
H 2.345 0.299 -0.148
H 0.014 2.220 0.591
H 1.629 2.770 -0.094
H 1.148 1.214 2.371
*
```

## Properties
* LUMO: 0.82 eV
* SMILES: OCC#C[C@H]1CN1
* E_HOMO: -0.343 hartree

***

Number 1: electronic energy -20240.8680 eV. Number 2: electronic energy -10756.8709 eV. Number 3: electronic energy -215269.1719 eV. Number 4: electronic energy -67183.1427 eV. Number 5: electronic energy -63455.3163 eV. Number 6: electronic energy -8832.6106 eV.